# C3H6N2

A molecular structure, C3H6N2 (ωB97M-V with the def2-TZVPD basis set, the OMol25 dataset).

Results
Energy relative to the best compared isomer or geometry (same formula, charge and spin) (kcal/mol): 83.4
Charge: 0
Frontier orbital gap (eV): 8.391

Cartesian coordinates (Å):
1 C 0.1329 0.3042 -0.9190
2 N 0.7878 1.4167 -0.5261
3 C -0.6724 -0.6238 0.0454
4 C -0.6666 -0.4920 1.3792
5 N 0.8590 -0.7790 -1.1415
6 H 1.7928 1.4519 -0.6329
7 H 0.3187 2.1071 0.0317
8 H 0.3634 -1.5049 -1.6511
9 H -1.4514 -1.1896 -0.4484
10 H -1.5021 -0.8359 1.9706
11 H 0.0379 0.1454 1.8920

Forces on the atoms, in the same order (eV/Å):
0.957 -2.950 2.627
-0.353 0.188 -0.369
-2.290 2.232 -0.104
0.048 0.313 -0.242
1.776 0.883 -2.377
-0.161 -0.002 -0.003
0.055 0.012 -0.055
-0.386 -0.051 0.604
0.095 -0.119 0.018
0.218 -0.678 -0.021
0.040 0.173 -0.077

natural (NBO) atomic charge list, values in e, 8 entries: number 1, C, carries 0.3169; number 2, N, carries -0.7899; number 3, C, carries -0.1532; number 4, C, carries -0.5316; number 5, N, carries -0.6138; number 6, H, carries 0.4004; number 7, H, carries 0.3992; number 8, H, carries 0.3538